{
  "formula": "C4H9PS",
  "method": "the ωB97M-V functional and the def2-TZVPD basis",
  "species": ["S", "P", "C", "C", "C", "C", "H", "H", "H", "H", "H", "H", "H", "H", "H"],
  "positions_angstrom": [[3.7887, -0.1089, 0.4745], [2.1046, 0.6113, 0.0550], [0.7849, -0.6373, 0.1568], [-1.5280, -1.3610, -0.1141], [-0.9891, 1.0253, -0.1087], [-0.4995, -0.3394, 0.0035], [1.7558, 1.7790, 1.0310], [1.9975, 1.3742, -1.2644], [-1.7833, -1.8331, 0.9205], [1.1291, -1.5105, 0.5179], [-2.4538, -0.8076, -0.3623], [-2.0300, 1.0105, 0.2898], [-0.7873, 1.2003, -1.2393], [-0.3861, 1.8435, 0.4414], [-1.1034, -2.2460, -0.8016]],
  "forces_ev_per_a": [[1.766, -0.707, 0.146], [-1.830, 2.564, 0.320], [-0.170, 4.006, -0.716], [-0.640, -2.996, 0.928], [0.798, 2.230, -0.932], [1.459, -0.343, 0.921], [0.153, -1.581, -1.524], [-0.170, -1.065, 1.573], [0.594, 0.654, -1.615], [1.167, -3.274, 0.486], [0.229, -1.172, -0.730], [0.587, 0.669, -0.979], [-1.374, 0.478, 1.579], [-0.878, -1.493, -0.774], [-1.691, 2.030, 1.317]],
  "mulliken_charge": [-0.3907, 0.0600, -0.7622, -1.2058, -1.3074, 0.9963, 0.0624, 0.0969, 0.2748, 0.5359, 0.3596, 0.4346, 0.2918, 0.2500, 0.3039],
  "homo_ev": -8.6,
  "molar_mass_g_mol": 120.2,
  "smiles": "CC(C)=C[PH2]=S",
  "relative_energy_ev": 2.044,
  "homo_lumo_gap_ev": 9.24
}

{
  "formula": "C4H9S",
  "method": "the ωB97M-V functional and the def2-TZVPD basis",
  "species": ["S", "C", "C", "C", "C", "H", "H", "H", "H", "H", "H", "H", "H", "H"],
  "positions_angstrom": [[1.3763, 0.5648, -2.0683], [-1.8938, -0.1531, 1.1984], [2.7973, -0.5428, -1.9068], [-0.9583, -0.6663, 1.9747], [-1.7019, 0.9898, 0.2482], [-1.5002, 1.9049, 0.8023], [-2.5424, 1.1665, -0.4138], [-2.9354, -0.4011, 1.4123], [-0.7660, 0.8999, -0.3054], [0.0601, -0.3074, 1.8981], [2.5092, -1.5321, -2.2287], [-1.1620, -1.3409, 2.7959], [3.5492, -0.0366, -2.5163], [3.1680, -0.5454, -0.8904]],
  "forces_ev_per_a": [[0.151, -0.110, 0.113], [-0.916, 0.526, 0.506], [-0.693, 0.804, 0.137], [0.388, 0.171, 0.214], [0.867, 0.112, 0.055], [-0.433, 0.190, 0.273], [0.016, -0.115, -0.135], [0.172, -0.263, -0.208], [-0.181, -0.319, -0.371], [0.191, -0.133, -0.112], [0.377, -0.192, -0.287], [-0.126, -0.160, -0.203], [0.151, -0.469, -0.214], [0.037, -0.041, 0.231]],
  "mulliken_charge": [-0.0929, 0.0879, -0.6985, -0.7048, -0.5956, 0.2624, 0.3158, 0.2533, -0.1066, 0.2302, 0.2653, 0.2547, 0.2612, 0.2674],
  "multiplicity": 2,
  "homo_ev": [-9.3, -8.9],
  "molar_mass_g_mol": 89.2,
  "relative_energy_ev": 0.165,
  "homo_lumo_gap_ev": [10.34, 7.07],
  "s_squared": 0.75
}

{
  "formula": "C4H9S",
  "method": "the ωB97M-V functional and the def2-TZVPD basis",
  "species": ["S", "C", "C", "C", "C", "H", "H", "H", "H", "H", "H", "H", "H", "H"],
  "positions_angstrom": [[1.0547, -0.0397, -1.0727], [-1.2657, -0.6562, 2.0129], [-1.9802, 0.8614, 0.1619], [2.8755, -0.0723, -0.9812], [-2.1992, -0.2029, 1.1765], [-0.4409, 0.0380, 2.1460], [3.2635, -0.1234, -1.9940], [-2.3241, 1.8200, 0.5531], [-2.5890, 0.6213, -0.7160], [-0.9318, 0.9036, -0.1397], [3.0992, -1.0762, -0.5990], [-1.3057, -1.5809, 2.5706], [-3.2466, -0.4930, 1.3600], [3.1651, 0.6285, -0.2113]],
  "forces_ev_per_a": [[0.762, -0.150, -0.158], [0.088, 0.797, -0.435], [-0.280, 0.156, 0.064], [-1.497, -1.259, 0.255], [-0.831, -0.388, 1.065], [0.790, -0.781, -0.314], [0.437, 0.857, 0.144], [0.068, 0.212, -0.187], [0.114, 0.163, 0.018], [-0.361, 0.278, 0.229], [-0.050, 0.012, 0.177], [-0.389, 0.340, 0.474], [0.459, -0.640, -0.781], [0.689, 0.403, -0.552]],
  "mulliken_charge": [-0.0573, -0.6707, -0.6166, -0.7560, 0.0055, 0.2264, 0.3164, 0.2796, 0.2889, -0.0972, 0.2657, 0.2679, 0.2887, 0.2588],
  "multiplicity": 2,
  "homo_ev": [-9.0, -8.8],
  "molar_mass_g_mol": 89.2,
  "relative_energy_ev": 0.643,
  "homo_lumo_gap_ev": [9.95, 7.01],
  "s_squared": 0.75
}

{
  "formula": "C4HCl4N3O2",
  "method": "the ωB97M-V functional and the def2-TZVPD basis",
  "species": ["Cl", "Cl", "Cl", "Cl", "O", "O", "N", "N", "N", "C", "C", "C", "C", "H"],
  "positions_angstrom": [[-1.7262, 0.3124, 1.2343], [-0.8601, 1.8406, -3.5400], [-1.7235, -0.6707, -2.1255], [1.6149, 0.1915, 2.0764], [1.9392, 4.1135, 0.8560], [3.0984, 2.3833, 0.4804], [2.0852, 3.0303, 0.4135], [0.4688, 2.4901, -1.2967], [1.0721, 0.4470, 0.5147], [-0.6918, 0.3758, -1.3071], [-0.3359, 1.5353, -1.9223], [-0.1603, -0.0599, 0.0765], [1.0670, 2.3054, -0.2583], [-0.1924, -1.1543, -0.0178]],
  "forces_ev_per_a": [[1.145, -0.184, -0.593], [0.345, 0.563, 0.469], [-0.286, -0.759, 0.297], [-0.440, 0.072, -0.088], [-1.255, 1.988, 0.470], [0.933, -0.681, -0.088], [1.616, -0.795, 0.124], [-0.120, 0.091, -0.480], [-0.613, 3.457, -3.010], [1.683, 1.808, 0.242], [-0.419, -1.228, 0.481], [-1.730, -0.469, -0.135], [-1.048, -4.076, 1.466], [0.189, 0.212, 0.846]],
  "mulliken_charge": [-0.2296, -0.1610, -0.1364, -0.0043, -0.5353, -0.4688, 0.9513, -0.3025, -0.2866, 0.2518, 0.1862, -0.0875, 0.4013, 0.4216],
  "homo_ev": -9.8,
  "molar_mass_g_mol": 264.9,
  "relative_energy_ev": 2.989,
  "homo_lumo_gap_ev": 7.93
}